No. 1
58
Properties=species:S:1:pos:R:3:lowdin_charge:R:1 method="wB97M-V/def2-TZVPD" de_lowest_kj_mol=0.0 e_lumo_ev="-0.2 / -0.1" s2=6.095 spin_multiplicity=5 charge=0 homo_ev="-8.21 / -8.28" homo_lumo_gap_ev="8.04 / 8.15"
Mn 0.2827 1.3274 -0.1157 0.809
Br 2.0527 1.5542 -2.2354 0.909
C 1.4251 -0.1006 -2.9212 -0.560
C 2.0383 -0.5799 -4.0370 -0.117
C 1.5997 -1.8011 -4.5959 -0.069
C 0.5702 -2.4837 -4.0248 -0.031
C -0.0725 -1.9919 -2.8607 -0.163
C -1.1454 -2.7034 -2.2663 -0.042
C -1.7572 -2.2313 -1.1440 -0.085
C -1.3116 -1.0282 -0.5488 -0.103
C -0.2816 -0.3130 -1.0920 -0.177
C 0.3554 -0.7733 -2.2733 -0.211
H 2.8550 -0.0357 -4.4894 0.101
H 2.0902 -2.1839 -5.4809 0.106
H 0.2259 -3.4182 -4.4511 0.113
H -1.4697 -3.6294 -2.7261 0.112
H -2.5784 -2.7777 -0.6970 0.107
H -1.8017 -0.6906 0.3591 0.107
N -0.3766 -5.6264 3.2077 0.098
C 0.3338 -4.5419 2.7163 -0.319
C 0.2446 -4.1913 1.3656 -0.023
C 0.9136 -3.0844 0.8843 -0.053
C 1.6789 -2.3095 1.7482 -0.288
C 1.7823 -2.6497 3.0911 -0.059
C 1.1151 -3.7607 3.5713 -0.028
S 2.4999 -0.8864 1.1410 0.611
O 3.5722 -0.5639 2.0358 -0.281
O 2.7438 -1.0856 -0.2575 -0.303
N 1.3934 0.3204 1.1921 -0.176
C 1.0209 1.0048 2.3094 -0.444
N 0.2948 2.0765 1.9175 0.049
C -0.2542 2.8462 2.8470 -0.088
C -0.0434 2.5829 4.1867 -0.046
C 0.7373 1.4705 4.4840 -0.101
N 1.2648 0.6629 3.5716 0.161
H -0.6458 -6.3234 2.5340 0.089
H -0.0409 -6.0216 4.0698 0.089
H -0.3530 -4.7961 0.6935 0.111
H 0.8517 -2.8240 -0.1647 0.101
H 2.3875 -2.0395 3.7459 0.108
H 1.1959 -4.0305 4.6176 0.110
H -0.8506 3.6801 2.4972 0.113
H -0.4618 3.2063 4.9614 0.101
H 0.9366 1.2088 5.5181 0.115
C -0.8861 4.1990 -3.1502 -0.173
Si -1.5743 3.8246 -1.4565 0.264
C -1.2011 5.2624 -0.3152 -0.172
C -3.4239 3.6032 -1.5687 -0.171
O -0.9081 2.4600 -0.8653 -0.441
H -1.3253 5.1092 -3.5660 0.030
H -1.0942 3.3783 -3.8405 0.033
H 0.1974 4.3352 -3.1151 0.018
H -1.5499 6.2073 -0.7389 0.030
H -0.1255 5.3542 -0.1420 0.029
H -1.6916 5.1395 0.6540 0.015
H -3.9112 4.5144 -1.9252 0.030
H -3.8502 3.3532 -0.5946 0.027
H -3.6741 2.7956 -2.2602 0.030

No. 2
58
Properties=species:S:1:pos:R:3:lowdin_charge:R:1 method="wB97M-V/def2-TZVPD" de_lowest_kj_mol=0.7 e_lumo_ev=3.2 charge=-2 homo_ev=0.59 homo_lumo_gap_ev=2.65
Na -0.8537 0.6251 -0.6720 0.327
C 2.9016 0.9988 0.3209 -0.091
O 1.7589 1.7659 0.6241 -0.181
C 1.6418 2.9272 -0.1661 -0.216
C 0.3082 3.5523 0.1864 -0.164
O -0.7948 2.9581 -0.4702 -0.167
C -0.9909 3.3448 -1.8236 -0.173
C -2.3427 2.8196 -2.2772 -0.198
O -2.1526 1.6324 -3.0318 -0.190
C -3.3314 0.8480 -3.1145 -0.102
H 3.8196 1.5716 0.5118 0.084
H 2.8987 0.6786 -0.7250 0.074
H 2.8798 0.1261 0.9711 0.092
H 1.6810 2.6656 -1.2302 0.087
H 2.4582 3.6327 0.0534 0.125
H 0.3279 4.6335 -0.0025 0.121
H 0.1353 3.3802 1.2494 0.139
H -0.2187 2.9205 -2.4766 0.112
H -0.9646 4.4394 -1.8960 0.123
H -2.8534 3.5697 -2.8972 0.121
H -2.9492 2.6135 -1.3899 0.113
H -4.1619 1.4354 -3.5293 0.083
H -3.6148 0.4651 -2.1324 0.060
H -3.1102 0.0222 -3.7905 0.085
I 2.7956 1.7984 -4.3046 0.828
C 2.2996 -0.1686 -3.7652 -0.636
C 2.9293 -1.2358 -4.4034 -0.266
C 2.6034 -2.5240 -4.0651 -0.679
I 3.6389 -4.0790 -5.0489 0.793
C 1.6305 -2.8008 -3.0716 -0.222
C 1.2368 -4.0932 -2.6620 -0.071
C 0.2785 -4.2427 -1.7026 -0.064
C -0.2971 -3.0974 -1.1278 -0.126
N 0.0469 -1.8837 -1.4730 0.139
C 0.9900 -1.7061 -2.4257 -0.126
C 1.3169 -0.3090 -2.7543 -0.464
O 0.7615 0.6455 -2.1679 -0.126
H 3.6734 -1.0453 -5.1642 0.065
H 1.7075 -4.9593 -3.1082 0.047
H -0.0337 -5.2281 -1.3815 0.097
H -1.0550 -3.1784 -0.3548 0.113
O -5.1831 0.9923 0.7959 -0.071
C -4.0285 0.7927 0.4758 -0.597
N -2.9073 0.6066 0.1337 0.042
F -0.6211 -2.1561 8.5208 -0.066
C -0.5064 -1.7815 7.1805 -0.344
C -0.2427 -0.4620 6.8541 -0.099
C -0.1336 -0.0816 5.5301 -0.100
C -0.2673 -1.0144 4.4306 -0.389
C -0.1115 -0.6522 3.1047 -0.083
C -0.5567 -2.3678 4.8555 -0.101
C -0.6702 -2.7292 6.1845 -0.100
H -0.1226 0.2606 7.6565 0.090
H 0.0613 0.9589 5.2898 0.082
H -0.2319 -1.3779 2.3058 -0.004
H 0.1023 0.3710 2.8143 -0.001
H -0.6828 -3.1242 4.0870 0.081
H -0.8930 -3.7538 6.4693 0.090

No. 3
57
Properties=species:S:1:pos:R:3:lowdin_charge:R:1 method="wB97M-V/def2-TZVPD" de_lowest_kj_mol=60.6 e_lumo_ev=0.7 smiles="C=CCn1c(CCNC(=O)c2ccccc2F)nnc1SCC(=O)Nc1ccc(OC)cc1" charge=0 homo_ev=-7.94 homo_lumo_gap_ev=8.59
C 3.6413 1.1613 4.7803 0.025
C 2.7175 1.7624 4.0564 -0.146
C 1.7730 1.0285 3.1475 -0.163
N 2.0778 1.3093 1.7671 -0.010
C 1.6650 2.3370 0.9627 -0.312
C 0.6769 3.3794 1.3409 -0.078
C -0.4952 3.3571 0.3400 -0.152
N -0.9860 2.0150 0.1398 0.085
C -1.9908 1.4858 0.8682 -0.445
O -2.6512 2.1188 1.6673 0.079
C -2.2361 0.0310 0.5959 -0.065
C -3.5306 -0.4324 0.3924 -0.006
C -3.7734 -1.7795 0.1945 -0.086
C -2.7287 -2.6898 0.2189 -0.073
C -1.4326 -2.2570 0.4393 -0.006
C -1.2111 -0.9064 0.6173 -0.204
F 0.0599 -0.4919 0.8503 0.074
N 2.1817 2.2012 -0.2265 0.083
N 2.9507 1.0984 -0.2346 0.005
C 2.8795 0.5622 0.9569 -0.620
S 3.6128 -0.9280 1.4619 1.005
C 3.8833 -1.7139 -0.1660 -0.339
C 2.5435 -2.0893 -0.7923 -0.545
O 2.0090 -3.1540 -0.5694 0.053
N 2.0553 -1.1093 -1.5903 0.126
C 0.7616 -1.0339 -2.1200 -0.229
C 0.2507 0.2325 -2.4106 -0.037
C -1.0443 0.3742 -2.8597 -0.003
C -1.8590 -0.7453 -3.0407 -0.277
O -3.1349 -0.4923 -3.4479 -0.085
C -4.0107 -1.5803 -3.6124 -0.087
C -1.3305 -2.0078 -2.8035 -0.018
C -0.0307 -2.1503 -2.3479 -0.017
H 4.3146 1.7124 5.4135 0.058
H 3.7565 0.0900 4.7704 0.059
H 2.6165 2.8397 4.0590 0.104
H 1.8686 -0.0513 3.2902 0.104
H 0.7370 1.3228 3.3424 0.129
H 0.3009 3.1876 2.3460 0.110
H 1.1439 4.3655 1.3230 0.123
H -0.1619 3.7505 -0.6214 0.122
H -1.3189 3.9595 0.7289 0.123
H -0.4623 1.4245 -0.4900 0.091
H -4.3382 0.2831 0.3930 0.124
H -4.7848 -2.1219 0.0333 0.105
H -2.9201 -3.7421 0.0739 0.110
H -0.5978 -2.9393 0.4684 0.120
H 4.4627 -1.0260 -0.7783 0.082
H 4.4508 -2.6160 0.0581 0.085
H 2.5363 -0.2083 -1.5366 0.096
H 0.8819 1.1013 -2.2791 0.106
H -1.4561 1.3478 -3.0741 0.123
H -4.1272 -2.1425 -2.6803 0.079
H -4.9684 -1.1468 -3.8960 0.095
H -3.6709 -2.2543 -4.4055 0.096
H -1.9205 -2.8959 -2.9620 0.109
H 0.3635 -3.1332 -2.1532 0.111

No. 4
55
Properties=species:S:1:pos:R:3:lowdin_charge:R:1 method="wB97M-V/def2-TZVPD" de_lowest_kj_mol=0.0 e_lumo_ev=0.3 smiles="CCc1cc2ccc(C)cc2nc1SCC(=O)Nc1cc(OC)c(OC)cc1C(=O)O" charge=0 homo_ev=-7.88 homo_lumo_gap_ev=8.20
C -2.0197 0.8560 -3.8690 -0.093
C -3.3281 0.6675 -3.0977 -0.235
C -3.0519 0.4824 -1.6372 -0.233
C -3.0816 1.5238 -0.7493 0.043
C -2.7738 1.3192 0.6127 -0.148
C -2.7907 2.3381 1.5828 -0.028
C -2.4905 2.0577 2.8863 -0.042
C -2.1751 0.7469 3.2968 -0.269
C -1.8641 0.4853 4.7394 -0.052
C -2.1564 -0.2619 2.3684 0.018
C -2.4319 0.0025 1.0144 -0.202
N -2.3717 -1.0114 0.1274 0.103
C -2.6682 -0.7829 -1.1205 -0.510
S -2.6022 -2.1628 -2.2225 1.015
C -1.4846 -3.2726 -1.3022 -0.338
C -0.0944 -2.6881 -1.4708 -0.533
O 0.5089 -2.7721 -2.5192 0.051
N 0.3428 -2.0325 -0.3615 0.150
C 1.4651 -1.2301 -0.2248 -0.131
C 2.2154 -0.8383 -1.3339 0.074
C 3.3071 0.0006 -1.2101 -0.180
O 4.0828 0.4059 -2.2355 -0.045
C 3.7923 -0.0695 -3.5311 -0.062
C 3.6697 0.4958 0.0704 -0.193
O 4.7506 1.3216 0.0970 -0.065
C 5.1624 1.8346 1.3398 -0.081
C 2.9294 0.1144 1.1641 0.053
C 1.8310 -0.7536 1.0467 -0.070
C 1.1161 -1.1546 2.2523 -0.459
O 0.2626 -2.0215 2.3165 0.066
O 1.4786 -0.4841 3.3600 0.108
H -1.4780 1.7210 -3.4910 0.077
H -2.2257 1.0074 -4.9255 0.072
H -1.3881 -0.0225 -3.7637 0.055
H -3.9642 1.5437 -3.2392 0.113
H -3.8516 -0.2091 -3.4852 0.086
H -3.3448 2.5180 -1.0859 0.128
H -3.0461 3.3436 1.2789 0.112
H -2.5004 2.8456 3.6261 0.112
H -2.6833 0.8247 5.3719 0.082
H -1.7075 -0.5761 4.9151 0.076
H -0.9690 1.0324 5.0368 0.081
H -1.9261 -1.2780 2.6479 0.108
H -1.5592 -4.2349 -1.8051 0.085
H -1.8237 -3.3225 -0.2708 0.075
H -0.1870 -2.1441 0.5029 0.104
H 1.9252 -1.2196 -2.2970 0.094
H 2.8041 0.2595 -3.8660 0.100
H 3.8444 -1.1609 -3.5787 0.103
H 4.5559 0.3603 -4.1769 0.096
H 4.3801 2.4449 1.8028 0.098
H 5.4534 1.0350 2.0290 0.098
H 6.0282 2.4590 1.1260 0.094
H 3.1809 0.4645 2.1507 0.111
H 0.9525 -0.8088 4.1074 0.126